i:
20
Properties=species:S:1:pos:R:3:lowdin_charge:R:1 method="wB97M-V/def2-TZVPD" smiles=N#CO[C@H]1CCCC[NH2+]1 total_charge=+1 homo_ev=-14.93 spin_multiplicity=1 homo_lumo_gap_ev=11.027
N -2.91514 -0.13689 -1.64629 0.161
C -1.97637 0.76583 -1.45237 -0.140
O -0.83379 1.68190 -1.55456 -0.038
C 0.28767 1.24939 -0.65430 -0.231
C -0.12549 1.21772 0.93131 -0.118
C -0.64024 -0.22315 1.50455 -0.179
C 0.53317 -1.33483 1.07700 -0.147
C 0.57522 -1.29142 -0.57166 -0.149
N 1.01687 0.02454 -1.15985 0.069
H 1.07741 2.14210 -0.75273 0.200
H 0.76596 1.62552 1.57771 0.141
H -1.02487 1.98741 1.08174 0.156
H -0.63912 -0.15315 2.69122 0.138
H -1.69568 -0.56570 1.07521 0.127
H 1.58483 -0.93722 1.47430 0.134
H 0.27142 -2.38361 1.52586 0.138
H -0.50092 -1.64149 -0.95152 0.156
H 1.31429 -2.14776 -0.92440 0.157
H 2.06712 0.16622 -1.06162 0.213
H 0.85766 -0.04543 -2.20958 0.211


ii:
20
Properties=species:S:1:pos:R:3:lowdin_charge:R:1 method="wB97M-V/def2-TZVPD" smiles="C[C@H]1[C@H]2N(C)C(=O)[N@@+]12C" total_charge=+1 homo_ev=-14.83 spin_multiplicity=1 homo_lumo_gap_ev=12.068
C 0.85543 1.66607 -1.22500 -0.005
C 0.12163 1.28520 0.02703 -0.186
C -0.81755 0.15076 0.19951 -0.126
N -0.54731 -1.10681 -0.48889 0.002
C -1.33361 -1.83921 -1.48358 0.039
C 0.65003 -1.32632 0.04673 -0.292
O 1.59217 -1.98129 0.22515 0.254
N 0.45603 0.15583 0.92573 -0.064
C 0.72797 0.30713 2.32783 0.000
H 1.54497 2.44649 -1.22427 0.059
H 0.02011 1.96213 -1.98040 0.134
H 1.33803 0.74616 -1.68129 0.110
H -0.35808 2.15320 0.66518 0.203
H -1.84606 0.18850 0.68333 0.203
H -2.05964 -2.67918 -1.13237 0.148
H -1.97419 -1.00610 -1.81799 0.110
H -0.77093 -2.06439 -2.27595 0.052
H 0.17846 1.09313 2.83689 0.098
H 0.43108 -0.66639 2.91603 0.151
H 1.79146 0.51508 2.45631 0.110


Energy relative to the most stable one, in kcal/mol: i 58.8; ii 0.0


i:
80
Properties=species:S:1:pos:R:3:lowdin_charge:R:1 method="wB97M-V/def2-TZVPD" total_charge=+1 homo_ev=-9.04 spin_multiplicity=1 homo_lumo_gap_ev=4.406
C -1.60659 -0.75583 5.35524 -0.186
C -2.36714 -0.14856 4.31942 -0.201
C -2.34909 -1.01784 3.19342 -0.194
H -2.90469 0.79936 4.39358 0.080
C -1.58196 -2.16309 3.53689 -0.192
C -1.12681 -2.00327 4.87011 -0.196
H -0.55119 -2.73322 5.44479 0.080
H -1.46222 -0.36139 6.36455 0.081
H -2.87432 -0.86166 2.24690 0.075
H -1.40985 -3.02674 2.89026 0.079
Ga 0.60848 0.19723 2.47695 0.713
Si 1.04303 0.00587 -3.52258 0.707
C 0.90372 1.55218 -4.54264 -0.334
C 1.91986 2.01806 -5.39660 -0.085
H 2.89095 1.51523 -5.41784 0.109
C 1.67351 3.10617 -6.24392 -0.079
H 2.44782 3.44255 -6.93691 0.106
C 0.43988 3.76935 -6.22165 -0.077
H 0.25657 4.62567 -6.88018 0.109
C -0.55789 3.31889 -5.35155 -0.088
H -1.51980 3.82857 -5.31910 0.104
C -0.33532 2.20957 -4.53342 -0.139
H -1.14031 1.84221 -3.89493 0.089
C 1.14544 -1.41414 -4.70154 -0.330
C 0.31283 -1.41171 -5.83470 -0.092
H -0.21877 -0.49652 -6.11968 0.105
C 0.15127 -2.57996 -6.58662 -0.080
H -0.54365 -2.58319 -7.42210 0.103
C 0.86866 -3.73804 -6.26748 -0.081
H 0.70825 -4.65711 -6.83053 0.106
C 1.80352 -3.68388 -5.22906 -0.089
H 2.41454 -4.55963 -5.01938 0.101
C 1.95515 -2.53164 -4.44790 -0.106
H 2.69370 -2.49086 -3.64136 0.097
H -0.23211 -0.23342 -2.82739 -0.011
Si 0.27501 0.14838 0.01895 0.264
C -0.46142 -1.49219 -0.51839 -0.337
C -1.73170 -1.53146 -1.14302 -0.105
H -2.20857 -0.60196 -1.46907 0.104
C -2.42357 -2.73630 -1.30331 -0.055
H -3.39338 -2.74665 -1.80651 0.115
C -1.87432 -3.92535 -0.81603 -0.058
H -2.42582 -4.86213 -0.90163 0.113
C -0.62613 -3.90641 -0.18126 -0.074
H -0.19783 -4.83472 0.20845 0.111
C 0.08269 -2.70701 -0.04954 -0.113
H 1.04518 -2.69071 0.47174 0.091
C -0.94470 1.54067 -0.28079 -0.341
C -2.20254 1.59826 0.36468 -0.109
H -2.44138 0.87540 1.15389 0.077
C -3.14578 2.57005 -0.00355 -0.066
H -4.13000 2.58086 0.47807 0.114
C -2.83807 3.49762 -1.00756 -0.063
H -3.58180 4.23268 -1.31674 0.111
C -1.56955 3.49949 -1.59755 -0.074
H -1.33141 4.21536 -2.38852 0.111
C -0.62061 2.55334 -1.20389 -0.116
H 0.37798 2.56237 -1.64862 0.093
H 2.13254 0.02870 -2.50828 -0.066
Cl 2.31924 0.66376 -0.10037 0.295
C -0.44533 3.45001 5.01336 -0.008
C 0.46425 3.30396 6.06696 0.005
C 1.39092 2.26430 6.00781 0.035
C 1.36899 1.37487 4.92350 -0.170
N 0.53921 1.62032 3.85254 0.032
C -0.38833 2.61507 3.90532 -0.048
C 2.07603 0.12657 4.87585 -0.167
C 2.90823 -0.35785 5.89490 0.037
C 3.31598 -1.68964 5.87057 0.005
C 2.88789 -2.50928 4.82104 -0.010
C 2.13789 -1.98383 3.77720 -0.050
N 1.80656 -0.66412 3.78061 0.028
H -1.19380 4.24018 5.02841 0.125
H 0.45486 3.98759 6.91585 0.130
H 2.11716 2.08915 6.79769 0.119
H -1.05128 2.71014 3.04269 0.130
H 3.17993 0.32774 6.69316 0.120
H 3.95066 -2.08084 6.66337 0.129
H 3.15755 -3.56295 4.78605 0.126
H 1.78307 -2.57262 2.92897 0.127


ii:
80
Properties=species:S:1:pos:R:3:lowdin_charge:R:1 method="wB97M-V/def2-TZVPD" total_charge=+1 homo_ev=-7.79 spin_multiplicity=1 homo_lumo_gap_ev=4.037
C -1.47985 -0.68670 5.22609 -0.201
C -2.30683 -0.14917 4.20112 -0.216
C -2.32027 -1.06557 3.11818 -0.232
H -2.87850 0.78257 4.27302 0.076
C -1.50409 -2.17517 3.46859 -0.214
C -0.98843 -1.94161 4.77340 -0.208
H -0.37860 -2.63160 5.35568 0.076
H -1.30544 -0.24844 6.21148 0.078
H -2.91421 -0.97800 2.20351 0.071
H -1.34699 -3.06824 2.87083 0.068
Ga 0.59802 0.10065 2.44798 0.615
Si 0.51820 -0.01686 -3.41336 0.805
C 0.68381 1.51405 -4.43611 -0.318
C 1.81388 1.91962 -5.17710 -0.067
H 2.75362 1.35173 -5.09637 0.117
C 1.71182 3.03930 -6.01819 -0.060
H 2.58394 3.35396 -6.60408 0.115
C 0.49938 3.74012 -6.12892 -0.054
H 0.42348 4.60039 -6.79562 0.115
C -0.61677 3.33532 -5.39324 -0.064
H -1.56901 3.85776 -5.47829 0.114
C -0.51697 2.23969 -4.53663 -0.130
H -1.38285 1.92937 -3.94626 0.097
C 0.82395 -1.47971 -4.51619 -0.303
C 0.06550 -1.52607 -5.70801 -0.084
H -0.63811 -0.72400 -5.97073 0.113
C 0.19295 -2.62413 -6.57591 -0.067
H -0.39137 -2.61974 -7.50052 0.114
C 1.04157 -3.68410 -6.25179 -0.065
H 1.13999 -4.54515 -6.93224 0.118
C 1.77667 -3.65112 -5.05491 -0.069
H 2.43315 -4.48663 -4.80248 0.110
C 1.67703 -2.55418 -4.18213 -0.090
H 2.26708 -2.53441 -3.25406 0.104
H -0.91329 -0.13276 -3.13360 0.047
Si 0.45137 0.19318 -0.89582 0.276
C -0.44573 -1.40520 -0.43972 -0.343
C -1.73771 -1.50229 -1.00467 -0.128
H -2.22480 -0.59725 -1.37477 0.090
C -2.36578 -2.73280 -1.22917 -0.057
H -3.32056 -2.77070 -1.74731 0.111
C -1.74906 -3.91645 -0.81804 -0.057
H -2.23504 -4.87641 -0.98740 0.113
C -0.50095 -3.83726 -0.18868 -0.071
H -0.02464 -4.75832 0.14245 0.109
C 0.16071 -2.61092 -0.02953 -0.112
H 1.18784 -2.57992 0.35637 0.098
C -0.70971 1.63900 -0.55224 -0.332
C -1.91284 1.57832 0.18461 -0.096
H -2.08059 0.77739 0.91489 0.079
C -2.91944 2.52912 -0.07207 -0.056
H -3.87825 2.42417 0.42613 0.112
C -2.72359 3.55605 -0.99750 -0.064
H -3.53280 4.24170 -1.25372 0.113
C -1.46975 3.69937 -1.59453 -0.083
H -1.29978 4.49250 -2.31955 0.110
C -0.45657 2.78578 -1.31487 -0.134
H 0.52688 2.90483 -1.77931 0.102
H 1.48549 -0.14912 -1.94316 -0.009
Cl 2.21506 0.87065 0.11996 0.292
C -0.42369 3.47329 4.90116 -0.022
C 0.43114 3.28240 5.99043 -0.012
C 1.28058 2.17939 6.00923 0.020
C 1.32425 1.32073 4.90735 -0.189
N 0.55290 1.60123 3.80401 0.011
C -0.38110 2.59161 3.83508 -0.072
C 2.03556 0.06598 4.88463 -0.182
C 2.77230 -0.44561 5.94982 0.021
C 3.28672 -1.73033 5.87765 -0.013
C 2.97255 -2.54576 4.78417 -0.020
C 2.18867 -2.02861 3.75674 -0.075
N 1.84902 -0.71191 3.76539 0.001
H -1.12771 4.30109 4.87067 0.119
H 0.43252 3.96887 6.83022 0.121
H 1.90248 1.93651 6.87980 0.118
H -1.06323 2.66134 2.97896 0.123
H 2.90564 0.19145 6.82779 0.118
H 3.91198 -2.10276 6.67878 0.121
H 3.31630 -3.57514 4.71483 0.118
H 1.84093 -2.63033 2.90783 0.122


Energy relative to the most stable one, in kcal/mol: i 0.0; ii 74.2


i:
10
Properties=species:S:1:pos:R:3:lowdin_charge:R:1 method="wB97M-V/def2-TZVPD" total_charge=0 homo_ev=-8.88 spin_multiplicity=1 homo_lumo_gap_ev=7.562
C 0.98699 0.95137 -1.62638 -0.165
C -0.83596 0.57181 1.74555 -0.582
N -0.29220 -1.56544 0.71585 -0.083
N -1.01205 -0.40729 0.86495 -0.188
O -0.79319 -2.40009 0.02356 0.046
O 1.51104 -0.12476 -1.71425 -0.018
I 0.97606 0.45758 2.69932 0.764
H 0.71618 1.28186 -0.55083 0.054
H 0.49144 1.62666 -2.44013 0.106
H -1.74831 -0.39170 0.28236 0.066


ii:
10
Properties=species:S:1:pos:R:3:lowdin_charge:R:1 method="wB97M-V/def2-TZVPD" smiles="O/N=C/I.N=C=O" total_charge=0 homo_ev=-9.34 spin_multiplicity=1 homo_lumo_gap_ev=9.496
O -0.60733 1.98176 0.85476 -0.034
N 0.43329 1.22376 0.92642 -0.174
C 0.93129 0.67060 -0.10892 -0.727
I 2.87675 -0.10740 -0.07696 0.808
H -0.86236 2.12800 -0.11514 0.136
H 0.50761 0.88122 -1.01744 0.010
N -0.69417 -2.33608 1.16555 0.213
C -0.83344 -1.87915 0.08240 -0.469
O -0.71888 -1.64087 -1.03140 0.151
H -1.09183 -2.07808 2.04598 0.086


Energy relative to the most stable one, in kcal/mol: i 79.0; ii 0.0


i:
7
Properties=species:S:1:pos:R:3:lowdin_charge:R:1 method="wB97M-V/def2-TZVPD" total_charge=0 homo_ev="-8.23 / -8.23" spin_multiplicity=1 homo_lumo_gap_ev="7.380 / 7.384"
C 0.58243 -0.54173 -0.73982 -0.075
N 0.85753 0.63065 -0.58193 0.091
O -1.53285 0.53548 1.01278 -0.609
S -1.32626 -1.09926 1.20615 0.564
H 0.85149 -1.36107 -1.27868 0.025
H 1.48450 1.00588 -1.24697 0.062
H -0.91684 0.83005 1.62848 -0.058


ii:
7
Properties=species:S:1:pos:R:3:lowdin_charge:R:1 method="wB97M-V/def2-TZVPD" total_charge=0 homo_ev=-8.77 spin_multiplicity=1 homo_lumo_gap_ev=9.640
C 1.27913 -0.19678 0.83253 0.030
N 2.16153 0.02656 0.09150 0.121
O -1.51811 -0.92037 -0.19289 -0.610
S -2.34628 0.40257 0.26613 0.704
H -1.98272 1.18724 -0.64259 -0.215
H 2.93937 0.20443 -0.36627 0.011
H -0.53292 -0.70366 0.01159 -0.042


iii:
7
Properties=species:S:1:pos:R:3:lowdin_charge:R:1 method="wB97M-V/def2-TZVPD" smiles="O=CNS" total_charge=0 homo_ev=-10.22 spin_multiplicity=1 homo_lumo_gap_ev=10.814
O -2.03059 -0.00495 -0.10195 0.051
C -0.92038 0.42054 -0.22905 -0.429
N 0.18646 -0.38792 -0.51651 -0.384
S 1.78290 0.01523 0.03020 0.734
H -0.59486 1.47503 -0.11203 0.119
H -0.06675 -1.32986 -0.43065 0.056
H 1.64321 -0.18807 1.35999 -0.146


Energy relative to the most stable one, in kcal/mol: i 88.7; ii 51.2; iii 0.0